Entry from OMol25: a 15-piece molecular cluster, C47H65N15O4PS3 overall in a non-equilibrium geometry (the ωB97M-V functional and the def2-TZVPD basis).

Values from the calculation:
HOMO level	-10.6	eV
F_max	5.42	eV/Å
charge	+1
Kohn-Sham gap	6.0	eV

Each line ends with the Löwdin charge.
Element x y z (Å)
C1 -0.94225 -2.09883 3.21820  -0.1182
C2 -1.77091 -2.33589 1.84311  -0.1122
C3 -1.21847 -1.38675 0.64902  -0.3892
O1 -0.51795 -0.40320 0.99235  0.0258
O2 -1.52868 -1.77377 -0.68311  -0.0868
C4 -1.63749 -0.64056 -1.57722  -0.1326
C5 -0.48223 -0.66666 -2.72901  -0.0966
N1 0.64973 0.19128 -2.24372  -0.0878
C6 0.64020 1.60562 -2.60052  0.0376
C7 1.76619 2.59816 -2.14202  -0.4132
S1 1.63774 4.37406 -2.59466  0.7209
C8 2.96642 2.03599 -1.28491  0.0176
C9 4.17520 2.94260 -0.78700  -0.4541
O3 5.09536 3.15280 -1.62294  0.0792
O4 4.31279 3.48196 0.52584  -0.2891
P1 3.60082 5.05245 0.65753  0.4160
S2 4.22332 6.21877 -0.79776  0.1723
C10 2.89945 0.50584 -0.94505  -0.0495
C11 4.07558 -0.15183 -0.04709  -0.1650
C12 3.70160 0.18967 1.47818  -0.1629
C13 4.16802 -0.91203 2.54033  -0.1715
C14 3.87944 -0.58622 4.05526  -0.0419
C15 4.26299 -1.51676 5.23104  -0.0686
C16 4.98871 -2.84914 4.89596  -0.0625
C17 5.26161 -3.21397 3.39021  -0.0503
C18 4.85168 -2.26206 2.21160  -0.0334
C19 1.69876 -0.38795 -1.44413  -0.3449
S3 1.67480 -2.19024 -0.94765  0.8354
H1 -1.45821 -1.33724 3.90091  0.0496
H2 0.15993 -1.81955 3.01410  0.0752
H3 -0.88640 -3.08403 3.82386  0.0899
H4 -2.90119 -2.26905 1.97788  0.1180
H5 -1.53858 -3.42855 1.53303  0.1231
H6 -2.62865 -0.78770 -2.16033  0.1507
H7 -1.72471 0.37531 -1.06707  0.1450
H8 -0.87661 -0.17636 -3.69777  0.1466
H9 -0.18126 -1.73307 -2.99810  0.1101
H10 -0.24018 2.00727 -3.21321  0.1190
H11 2.81306 4.84313 -3.16824  -0.0886
H12 2.16861 4.86350 0.64470  0.0030
H13 3.96294 5.70846 1.89874  0.0104
H14 5.03587 0.39698 -0.35605  0.1257
H15 4.21316 -1.26487 -0.26275  0.0645
H16 2.54922 0.25804 1.57248  0.1237
H17 4.14848 1.20285 1.77581  0.1158
H18 3.34440 0.40619 4.30178  0.0989
H19 4.01821 -1.15597 6.29830  0.0989
H20 5.27851 -3.52017 5.76789  0.0892
H21 5.78328 -4.22393 3.21673  0.0919
H22 5.08548 -2.55015 1.13018  0.0729
H23 1.99673 -2.11982 0.41369  -0.0593
C20 6.74377 -0.45830 -3.49474  -0.0528
C21 6.67209 -1.54560 -2.46398  -0.2114
N2 6.62282 -2.41705 -1.64864  0.1321
H24 5.82683 0.13343 -3.47444  0.0707
H25 7.59351 0.19408 -3.28715  0.0864
H26 6.86408 -0.89556 -4.48723  0.0836
C22 -0.70844 5.11251 -6.01402  -0.0587
C23 -1.23974 3.73410 -5.75309  -0.2405
N3 -1.65907 2.64792 -5.54320  0.1013
H27 0.01438 5.38043 -5.24168  0.0504
H28 -0.21738 5.14521 -6.98795  0.0845
H29 -1.52521 5.83601 -6.00335  0.0851
C24 -4.79428 0.39519 4.73167  -0.0831
C25 -4.05710 -0.87051 5.05511  -0.2427
N4 -3.47760 -1.87016 5.31144  0.1240
H30 -5.38305 0.26028 3.82339  0.0722
H31 -5.46052 0.65479 5.55063  0.0192
H32 -4.08400 1.20991 4.57829  0.0816
C26 -8.01192 0.16580 7.86283  -0.0688
C27 -7.73776 0.65218 6.47089  -0.2194
N5 -7.52165 1.03527 5.37146  0.1143
H33 -7.15196 -0.39095 8.23820  0.0781
H34 -8.20234 1.01476 8.52193  0.0848
H35 -8.88406 -0.48661 7.86204  0.0309
C28 3.32320 10.16389 0.87436  -0.0708
C29 2.80803 8.76996 1.07174  -0.2383
N6 2.40211 7.67108 1.22578  0.0625
H36 4.04237 10.40848 1.65732  0.0794
H37 3.81354 10.24397 -0.09759  0.0814
H38 2.49715 10.87459 0.91613  0.0586
C30 3.05334 14.11691 -0.90410  -0.0795
C31 3.23806 13.64328 0.50624  -0.2416
N7 3.38379 13.26926 1.61945  0.1112
H39 3.11455 15.20593 -0.94107  0.0833
H40 3.83183 13.69482 -1.54252  0.0787
H41 2.07266 13.80089 -1.27693  -0.0074
C32 -1.46960 14.94206 0.15660  -0.0526
C33 -0.52196 14.32073 -0.82529  -0.1953
N8 0.22561 13.83083 -1.59931  0.1170
H42 -2.46214 14.50339 0.04248  0.0814
H43 -1.11686 14.76654 1.17425  0.0824
H44 -1.53271 16.01722 -0.01846  0.0826
C34 8.10230 -5.25748 -0.94834  -0.0848
C35 8.04370 -6.35337 0.07400  -0.2401
N9 7.99649 -7.21715 0.87998  0.1109
H45 7.18234 -4.67291 -0.91896  0.0274
H46 8.94818 -4.60038 -0.74037  0.0784
H47 8.22058 -5.68544 -1.94522  0.0790
C36 -0.69572 -4.69052 -3.07687  -0.0782
C37 -1.40331 -5.92249 -3.55678  -0.2320
N10 -1.96097 -6.89334 -3.93446  0.1288
H48 0.04301 -4.37497 -3.81618  0.0773
H49 -1.41583 -3.88420 -2.92553  0.0632
H50 -0.18900 -4.89707 -2.13275  0.0735
C38 -10.65000 -3.58039 6.76329  -0.0638
C39 -9.67164 -3.04566 7.76532  -0.2237
N11 -8.89861 -2.62490 8.55538  0.1233
H51 -10.32789 -3.31778 5.75466  0.0601
H52 -10.71004 -4.66666 6.84573  0.0837
H53 -11.63849 -3.15453 6.94385  0.0799
C40 -7.21095 -2.87192 4.56933  -0.0716
C41 -7.74357 -4.25565 4.79851  -0.2528
N12 -8.16386 -5.34557 4.97988  0.1244
H54 -6.49640 -2.61507 5.35346  0.0633
H55 -6.71027 -2.82300 3.60102  0.0759
H56 -8.03047 -2.15091 4.58364  0.0663
C42 8.48634 -10.69677 0.19380  -0.0817
C43 8.37239 -11.72103 -0.89618  -0.2577
N13 8.28226 -12.52803 -1.75523  0.1009
H57 7.75145 -10.90122 0.97389  0.0772
H58 9.48616 -10.72784 0.62961  0.0774
H59 8.30604 -9.70035 -0.21227  0.0434
C44 -4.21234 -6.50851 -6.79499  -0.0754
C45 -5.21950 -5.66039 -7.51348  -0.2460
N14 -6.01321 -4.99164 -8.08005  0.1079
H60 -3.22205 -6.35479 -7.22649  0.0759
H61 -4.18588 -6.23866 -5.73813  0.0580
H62 -4.48085 -7.56209 -6.88655  0.0818
C46 -8.37918 -7.15062 -9.94205  -0.0754
C47 -8.91996 -8.52804 -9.69679  -0.2567
N15 -9.34616 -9.61346 -9.50324  0.1022
H63 -7.65765 -6.89093 -9.16566  0.0415
H64 -7.88490 -7.11340 -10.91413  0.0771
H65 -9.19316 -6.42420 -9.92851  0.0780

Atoms 1-3, force components in eV/Å:
C 0.03 -0.36 0.16
C 1.32 -1.06 -0.53
C 1.11 1.15 2.73